Formula: C4H8NO3
Source: OMol25
Level of theory: ωB97M-V/def2-TZVPD

Summary:
LUMO energy = 4.0 eV
E_tot = -437.7196 hartree
ΔE to the lowest compared entry with this formula, charge and spin = 53.9 kcal/mol
charge = -1

```
16
Properties=species:S:1:pos:R:3:forces:R:3:nbo_charge:R:1
C 0.057296 -1.674116 -1.394152 2.740 -0.544 1.052 -0.43
N -0.493004 -0.347848 -1.064285 1.287 -0.727 -0.655 -0.65
C -0.012052 0.068138 0.331554 -1.572 -0.745 -1.242 -0.19
C -1.125778 0.972687 0.830365 -1.555 0.300 0.752 -0.05
O -0.785456 1.593267 2.048590 1.360 0.023 0.371 -0.78
C 1.326719 0.795260 0.381806 -0.750 -1.629 0.637 0.73
O 1.853026 0.898654 1.511248 0.041 0.524 0.747 -0.79
O 1.713056 1.108869 -0.714114 1.871 1.585 -2.568 -0.74
H 0.008010 -2.184013 -2.330202 -0.726 1.007 -1.721 0.19
H -0.355236 -2.458215 -0.831549 -1.298 -0.725 1.568 0.17
H 1.176784 -1.923852 -1.168014 -1.174 1.350 -0.109 0.15
H -0.157666 0.311921 -1.818585 -0.119 -0.654 1.770 0.38
H 0.075551 -0.848872 0.984124 -0.371 0.864 -0.707 0.20
H -1.477104 1.808301 0.155621 0.716 -1.107 -0.149 0.15
H -2.020689 0.339966 1.033606 0.346 0.331 -0.322 0.15
H 0.216542 1.539848 2.043993 -0.797 0.147 0.575 0.50
```
Forces are in eV/Å.